[1]
Molecular formula: C18H36O15S3
Method: DFT, ωB97M-V with the def2-TZVPD basis set

Geometry as XYZ:
```
72
Properties=species:S:1:pos:R:3
O 0.151 -5.780 5.373
S 0.546 -4.416 4.997
O 1.603 -3.772 5.724
O 0.873 -4.428 3.393
C -0.156 -3.951 2.567
C -0.936 -3.010 3.398
O -0.737 -3.455 4.775
H 0.347 -3.627 1.656
H -0.815 -4.808 2.424
H -1.973 -2.877 3.088
H -0.411 -2.056 3.356
O -0.110 0.696 1.549
S 0.563 -0.016 0.488
O 0.764 -1.439 0.647
O -0.054 0.295 -1.013
C 0.933 0.056 -1.948
C 2.277 0.591 -1.356
O 1.986 0.802 -0.029
H 1.119 -0.990 -2.192
H 0.766 0.646 -2.849
H 2.523 1.556 -1.801
H 3.077 -0.148 -1.318
O -0.783 2.916 -1.598
S -1.979 3.316 -0.912
O -2.992 4.137 -1.577
O -2.743 2.087 -0.148
C -3.175 2.439 1.165
C -2.104 3.465 1.657
O -1.596 4.058 0.542
H -4.235 2.684 1.101
H -3.135 1.524 1.756
H -1.274 2.883 2.058
H -2.547 4.203 2.326
C 2.063 2.658 -7.253
C 2.760 1.320 -7.031
C 2.590 0.860 -5.559
O 2.118 2.135 -5.042
C 1.366 2.891 -5.893
H 1.462 2.549 -8.155
H 2.713 3.488 -7.529
H 3.808 1.475 -7.289
H 2.348 0.605 -7.743
H 3.421 0.413 -5.013
H 1.783 0.134 -5.466
H 1.336 3.960 -5.684
H 0.346 2.530 -5.766
C 2.358 -0.230 4.711
C 3.163 -0.001 6.046
C 2.242 0.781 6.956
O 1.008 0.803 6.299
C 1.106 0.643 4.861
H 1.993 -1.241 4.532
H 2.804 -0.096 3.725
H 4.045 0.631 5.948
H 3.436 -0.913 6.577
H 2.528 1.832 7.008
H 2.085 0.637 8.025
H 1.334 1.625 4.446
H 0.166 0.335 4.402
C -3.783 -0.902 -2.280
C -4.078 -2.258 -1.652
C -2.787 -2.875 -1.491
O -1.849 -2.031 -2.158
C -2.452 -1.140 -3.061
H -3.641 -0.139 -1.515
H -4.602 -0.414 -2.809
H -4.882 -2.792 -2.159
H -4.520 -2.116 -0.666
H -2.665 -3.835 -1.993
H -2.471 -3.046 -0.462
H -2.601 -1.603 -4.037
H -1.824 -0.252 -3.132
```

Computed properties:
- electronic energy (a.u.) = -3030.3660
- SMILES string = O=S1(=O)OCCO1.O=S1(=O)OCCO1.O=S1(=O)OCCO1.C1CCOC1.C1CCOC1.C1CCOC1
- energy above the lowest of the compared OMol25 structures with the same formula, charge and spin (kJ/mol) = 319.50
- Kohn-Sham gap (eV) = 9.32
- E_HOMO (eV) = -9.073
- max |F| (Eh/bohr) = 0.095
- lowest unoccupied orbital energy (eV) = 0.24

[2]
Molecular formula: C18H36O6
Method: DFT, ωB97M-V with the def2-TZVPD basis set

Geometry as XYZ:
```
60
Properties=species:S:1:pos:R:3
C -0.544 -6.195 1.929
C -1.648 -6.297 0.789
C -1.860 -5.021 -0.111
O -2.365 -7.187 0.805
H 0.220 -5.381 1.436
H -0.014 -7.142 1.993
H -1.176 -5.824 2.701
H -2.038 -4.148 0.600
H -2.779 -5.111 -0.935
H -1.093 -4.864 -0.747
C -4.373 1.002 -2.939
C -3.236 1.198 -4.008
C -1.782 0.918 -3.718
O -3.631 1.393 -5.201
H -4.289 -0.083 -2.436
H -5.364 0.948 -3.412
H -4.300 1.795 -2.224
H -1.259 1.843 -3.192
H -1.253 0.956 -4.781
H -1.409 0.112 -3.292
C 0.226 -0.438 0.596
C 0.394 -1.719 -0.084
C 0.246 -1.797 -1.527
O 0.810 -2.705 0.550
H -0.891 -0.470 1.033
H 0.484 0.419 0.017
H 0.680 -0.597 1.418
H 1.041 -1.166 -2.054
H -0.634 -1.490 -1.890
H 0.550 -2.851 -1.991
C 3.221 0.873 2.954
C 3.519 1.016 4.519
C 4.488 0.091 5.136
O 2.891 1.794 5.343
H 2.423 1.525 2.893
H 2.932 -0.204 2.508
H 4.003 1.308 2.281
H 5.027 0.565 5.906
H 5.106 -0.367 4.463
H 3.889 -0.781 5.641
C 4.274 2.387 -2.076
C 2.968 1.789 -2.658
C 3.275 0.909 -3.945
O 1.836 1.735 -2.174
H 5.082 2.883 -2.883
H 4.885 1.561 -1.666
H 4.088 2.880 -1.127
H 3.923 0.119 -3.700
H 3.606 1.677 -4.815
H 2.482 0.688 -4.618
C -3.312 2.693 1.051
C -2.922 3.574 2.312
C -3.484 4.964 2.456
O -2.217 3.065 3.205
H -4.388 2.626 1.065
H -2.773 1.725 1.151
H -2.858 3.076 0.245
H -4.426 4.857 2.728
H -3.423 5.319 1.551
H -2.850 5.553 2.948
```

Computed properties:
- electronic energy (a.u.) = -1158.5808
- SMILES string = CC(C)=O.CC(C)=O.CC(C)=O.CC(C)=O.CC(C)=O.CC(C)=O
- energy above the lowest of the compared OMol25 structures with the same formula, charge and spin (kJ/mol) = 752.34
- Kohn-Sham gap (eV) = 9.24
- E_HOMO (eV) = -9.065
- max |F| (Eh/bohr) = 0.155
- lowest unoccupied orbital energy (eV) = 0.18

[3]
Molecular formula: C18H37AlOP3S
Method: DFT, ωB97M-V with the def2-TZVPD basis set

Geometry as XYZ:
```
61
Properties=species:S:1:pos:R:3
Al 1.195 1.313 -1.063
P 2.596 1.758 0.745
P -1.665 0.903 2.666
P -0.912 2.297 -1.133
H 2.041 -0.826 -2.126
C 1.444 0.046 -2.402
C 2.113 1.317 -2.697
H 3.202 1.379 -2.624
C 3.218 0.246 1.550
C 1.894 2.746 2.106
C 4.105 2.663 0.264
C -2.655 -0.540 2.097
C -0.361 -0.026 3.574
C -2.703 1.390 4.103
C -1.190 3.229 -2.674
C -1.303 3.469 0.205
C -2.258 1.069 -1.110
H 0.564 -0.239 -2.986
H 1.710 1.969 -3.476
H 3.223 -0.580 0.829
H 2.577 -0.035 2.395
H 4.243 0.420 1.905
H 1.105 2.185 2.626
H 1.463 3.674 1.710
H 2.690 3.000 2.820
H 4.495 2.265 -0.682
H 4.866 2.549 1.047
H 3.872 3.727 0.129
H -2.993 -1.125 2.963
H -2.047 -1.169 1.435
H -3.527 -0.175 1.539
H -0.825 -0.674 4.329
H 0.310 0.685 4.073
H 0.217 -0.634 2.867
H -2.921 0.518 4.732
H -3.639 1.827 3.731
H -2.166 2.149 4.686
H -1.628 4.207 -2.437
H -1.872 2.668 -3.326
H -0.237 3.378 -3.198
H -2.136 4.109 -0.119
H -0.427 4.098 0.413
H -1.581 2.930 1.127
H -2.682 0.996 -2.120
H -3.045 1.369 -0.405
H -1.869 0.087 -0.816
C 0.218 -4.398 -1.519
C -0.807 -3.660 -2.112
C -1.679 -4.285 -3.013
C -1.526 -5.641 -3.313
C -0.491 -6.377 -2.723
C 0.389 -5.757 -1.836
S 1.376 -3.637 -0.388
H -0.132 -3.139 0.786
H -0.924 -2.604 -1.869
H -2.478 -3.702 -3.474
H -2.213 -6.125 -4.009
H -0.366 -7.435 -2.954
H 1.206 -6.307 -1.367
O 0.459 -1.159 0.257
C 0.469 -2.387 0.261
```

Computed properties:
- electronic energy (a.u.) = -2446.8340
- total charge = +3
- energy above the lowest of the compared OMol25 structures with the same formula, charge and spin (kJ/mol) = 155.94
- Kohn-Sham gap (alpha / beta) (eV) = 2.67 / 2.74
- E_HOMO (alpha / beta) (eV) = -16.375 / -16.415
- max |F| (Eh/bohr) = 0.130
- lowest unoccupied orbital energy (alpha / beta) (eV) = -13.70 / -13.68

Question: Which formula does entry 3 have?
Answer: C18H37AlOP3S

Question: The highest energy above the lowest of the compared OMol25 structures with the same formula, charge and spin belongs to which entry?
Answer: C18H36O6